# 1
Molecular formula: H14O7Xe
Method: DFT, ωB97M-V with the def2-TZVPD basis set

```
22
Properties=species:S:1:pos:R:3
Xe 3.33433 12.39524 6.81108
O 3.61538 10.46777 10.26786
H 3.00875 10.66310 9.55367
H 3.47710 11.17320 10.89990
O 0.71559 14.97058 5.18291
H 1.14904 15.35373 4.42031
H 1.23708 15.26631 5.92912
O -0.25853 12.29954 4.44623
H -0.05707 13.11449 4.90613
H -0.97272 11.90970 4.95040
O 2.00710 16.44870 7.23268
H 1.08447 16.69102 7.31187
H 2.13925 15.78320 7.90787
O 1.57821 10.22375 3.43900
H 1.13242 10.86651 3.99070
H 1.27729 10.41932 2.55162
O 5.27704 9.41388 5.42013
H 5.24151 10.17640 4.84261
H 5.87187 8.80683 4.97979
O 6.79568 11.72034 5.10413
H 6.70482 11.38598 5.99642
H 7.42545 11.13048 4.68978
```

**Gap between HOMO and LUMO**: 10.79 eV
**LUMO energy**: 0.1121 eV
**HOMO level**: -10.68 eV

# 2
Molecular formula: C32H34Cl7N5NdO3S
Method: DFT, ωB97M-V with the def2-TZVPD basis set

```
83
Properties=species:S:1:pos:R:3
Nd -0.22815 -0.42490 -0.58907
Cl -1.53524 2.02642 0.70691
C -2.90421 1.03837 1.24658
Cl -2.24325 -0.53674 1.72789
H -3.58144 0.88038 0.41147
H -3.39742 1.50687 2.08995
N 2.06388 -1.10896 -1.67529
C 2.96620 -0.24933 -0.86540
C 2.35997 1.13548 -0.49623
O 3.13018 1.98201 -0.08492
O 1.07749 1.25138 -0.57444
H 2.50316 -2.01976 -1.76316
H 2.04034 -0.70540 -2.61075
H 3.92573 -0.06603 -1.34868
H 3.16219 -0.74130 0.08849
Cl 2.67825 -6.46356 3.03131
C 2.16763 -4.89697 2.54444
C 1.01400 -4.73548 1.78230
Cl 0.06812 -6.09594 1.33646
C 0.63624 -3.46660 1.37643
Cl -0.72669 -3.25607 0.33561
C 1.31908 -2.28075 1.73058
O 0.90088 -1.11777 1.34313
C 2.46746 -2.49583 2.52845
Cl 3.39238 -1.12389 3.02623
C 2.90241 -3.76595 2.89361
Cl 4.36501 -3.95342 3.77705
N -1.75129 0.53873 -5.33783
C -0.83789 -0.10430 -4.61394
S 0.28293 0.78783 -3.70485
N -0.73189 -1.44628 -4.64062
C -1.49546 -2.49608 -5.19019
C -2.53490 -2.35422 -6.10248
C -3.23505 -3.47085 -6.53723
C -2.88076 -4.73876 -6.11309
C -1.81485 -4.89197 -5.23697
C -1.13890 -3.78029 -4.77461
H -1.77525 1.53908 -5.24333
H -2.54138 0.07668 -5.74711
H -0.00415 -1.76989 -4.02893
H -2.80147 -1.39850 -6.52340
H -4.06311 -3.33694 -7.22012
H -3.41550 -5.60358 -6.48101
H -1.51300 -5.87799 -4.91018
H -0.31488 -3.89988 -4.07851
C -5.15171 1.98904 -2.91228
C -3.82425 2.31100 -2.56570
C -2.94506 1.32384 -2.21426
C -3.31563 -0.04938 -2.18747
C -2.37806 -1.06200 -1.75045
C -2.86402 -2.35545 -1.87097
C -4.15190 -2.69301 -2.33817
C -5.03711 -1.71769 -2.68507
C -4.63910 -0.36308 -2.61116
C -5.53736 0.67923 -2.94783
H -5.84719 2.77671 -3.17074
H -3.50659 3.34662 -2.57952
H -1.91996 1.58865 -1.98427
H -2.23789 -3.20235 -1.60531
H -4.43149 -3.73856 -2.39448
H -6.03610 -1.95527 -3.03103
H -6.55073 0.40949 -3.22325
C 0.61857 3.24042 5.00418
C -0.19779 2.88774 3.73854
N 0.28581 1.63670 3.17332
C 1.61431 1.84339 2.60707
C 2.53998 2.49078 3.66292
N 1.84136 2.37972 4.98738
C 1.46463 0.94916 5.22105
C 0.34142 0.61353 4.21118
H 0.06125 3.01929 5.91361
H 0.91424 4.28791 5.02547
H -0.09660 3.66208 2.97837
H -1.25586 2.79071 3.98570
H 1.55424 2.47391 1.72254
H 2.00040 0.88111 2.29076
H 2.72650 3.54463 3.46005
H 3.49807 1.97698 3.72413
H 2.46834 2.68628 5.72763
H 1.15339 0.81907 6.25660
H 2.34617 0.33935 5.03854
H -0.63078 0.56232 4.70409
H 0.53579 -0.34838 3.73960
```

**2S+1**: 4
**Gap between HOMO and LUMO (spin up / spin down)**: 7.28 / 7.29 eV
**LUMO energy (spin up / spin down)**: -2.4247 / -2.4246 eV
**HOMO level (spin up / spin down)**: -9.70 / -9.71 eV
**<S²>**: 3.75
**Charge**: +1

# 3
Molecular formula: C57H63Ge2N2NaO4S2
Method: DFT, ωB97M-V with the def2-TZVPD basis set

```
131
Properties=species:S:1:pos:R:3
Na 0.37120 0.35079 -0.60436
O 1.85322 0.35183 -2.44768
C 1.95127 0.94543 -3.66380
C 0.56233 1.11233 -4.32937
C -0.41194 1.94765 -3.54703
C -1.74020 2.07994 -3.95908
C -2.60467 2.83140 -3.18387
C -2.13508 3.45072 -2.03344
C -0.78736 3.30878 -1.70793
C -0.14930 4.03124 -0.55478
C -0.21478 3.26521 0.82126
O 0.24110 2.00891 0.70840
C -1.68748 3.30344 1.29227
C -2.31437 2.09494 1.56786
C -3.64381 2.05423 1.97004
C -4.37552 3.22596 2.09664
C -3.76260 4.44239 1.81596
C -2.43413 4.47577 1.41739
C 0.70555 4.02927 1.80778
C 2.07314 3.99445 1.51660
C 3.00779 4.53724 2.37835
C 2.60137 5.12793 3.57240
C 1.25327 5.16135 3.87941
C 0.31435 4.61849 3.00247
N 0.02713 2.55934 -2.45558
C 2.87443 0.10131 -4.58351
C 4.03047 -0.41633 -3.99748
C 4.93397 -1.16282 -4.73126
C 4.70147 -1.42417 -6.07849
C 3.55106 -0.93014 -6.66905
C 2.64847 -0.17302 -5.92648
C 2.66030 2.32092 -3.55503
C 3.29465 2.64600 -2.36086
C 3.95884 3.85446 -2.21502
C 4.00483 4.76434 -3.26366
C 3.38617 4.44452 -4.46387
C 2.72759 3.23032 -4.60727
H 0.14269 0.10775 -4.44681
H 0.63915 1.55562 -5.32994
H -2.08369 1.57658 -4.85543
H -3.64776 2.92929 -3.46653
H -2.79145 4.03552 -1.40037
H -0.58386 5.03195 -0.46124
H 0.90245 4.15338 -0.81675
H -1.73578 1.18939 1.42813
H -4.10697 1.09398 2.17158
H -5.41445 3.19455 2.40520
H -4.32296 5.36671 1.90761
H -1.96828 5.43222 1.20507
H 2.39512 3.48779 0.61444
H 4.06193 4.48242 2.12972
H 3.33238 5.54164 4.25776
H 0.91758 5.59650 4.81457
H -0.72966 4.62897 3.28672
H 4.17996 -0.24050 -2.93975
H 5.82098 -1.55885 -4.24909
H 5.40511 -2.01718 -6.65183
H 3.34210 -1.13860 -7.71296
H 1.75041 0.18372 -6.41479
H 3.20709 1.93047 -1.55191
H 4.43097 4.09316 -1.26757
H 4.51350 5.71448 -3.14429
H 3.41200 5.14273 -5.29398
H 2.25732 2.98971 -5.55497
C 1.21981 0.66350 5.09513
C 0.99614 1.04627 3.63743
Ge 1.32493 -0.40218 2.31514
C 2.89004 0.01896 1.18032
C 4.09863 0.27093 2.07974
C 1.81566 -1.96053 3.47048
C 0.75207 -2.78711 3.51396
Ge -0.43754 -2.09503 2.04022
C -2.24172 -1.50028 2.66757
C -3.08023 -2.44842 3.52031
C -0.47469 -3.47999 0.63924
C -1.27671 -4.73881 0.95941
C 0.64970 -3.96547 4.40657
C 1.65787 -4.32181 5.31251
C 1.53075 -5.42328 6.13994
C 0.38526 -6.21094 6.09665
C -0.62592 -5.87351 5.21208
C -0.49129 -4.76768 4.38300
H 1.01530 1.50782 5.76199
H 2.25036 0.34427 5.27550
H 0.57900 -0.16788 5.39977
H 1.64944 1.87358 3.34879
H -0.01865 1.41935 3.48589
H 2.68175 0.90402 0.57692
H 3.04109 -0.81606 0.49854
H 3.94245 1.13942 2.72726
H 5.00334 0.46638 1.49447
H 4.31013 -0.58592 2.72561
H 2.70511 -2.12554 4.08387
H -2.77510 -1.20623 1.76021
H -2.06777 -0.57517 3.22577
H -3.29119 -3.39067 3.00693
H -4.04671 -2.00399 3.78268
H -2.57550 -2.69474 4.45695
H 0.56732 -3.72172 0.43279
H -0.83915 -3.00043 -0.26774
H -0.83289 -5.32042 1.77013
H -1.32975 -5.39442 0.08386
H -2.31081 -4.51561 1.24293
H 2.55568 -3.72019 5.36876
H 2.33181 -5.66954 6.82794
H 0.28588 -7.07348 6.74492
H -1.52871 -6.47140 5.15972
H -1.29143 -4.52039 3.69967
C -4.68666 -5.96085 -3.19250
C -4.13134 -4.60494 -2.84546
C -3.73786 -3.71677 -3.83854
C -3.17808 -2.48567 -3.52062
C -3.03782 -2.13003 -2.19353
C -3.42478 -2.99847 -1.18501
C -3.96407 -4.23010 -1.51321
S -2.34172 -0.53758 -1.76326
C -3.93081 0.17024 -1.23932
O -1.70980 -0.68486 -0.40586
H -4.92299 -6.02925 -4.25513
H -5.59829 -6.17461 -2.63019
H -3.96943 -6.75210 -2.96127
H -3.84123 -4.00114 -4.88052
H -2.81299 -1.82185 -4.29362
H -3.27131 -2.70763 -0.15199
H -4.24845 -4.91562 -0.72136
H -4.36789 -0.42958 -0.44131
H -4.61504 0.22913 -2.09018
H -3.71474 1.17328 -0.87149
O 1.29597 -1.69554 -0.83034
S 1.05092 -1.79082 -2.31755
N -0.34393 -1.67877 -2.77212
```

**Gap between HOMO and LUMO**: 5.32 eV
**LUMO energy**: 3.6130 eV
**HOMO level**: -1.70 eV
**Charge**: -2